Entry 1:
# C4H7N3O2S

A single C4H7N3O2S molecule in a non-equilibrium geometry (wB97M-V/def2-TZVPD, the OMol25 dataset).

Output
gap between HOMO and LUMO (alpha / beta) = 7.22 / 7.22 eV
LUMO (alpha / beta) = -0.4 / -0.4 eV
max |F| = 0.0641 hartree/bohr
E_HOMO (alpha / beta) = -7.7 / -7.7 eV
energy above the lowest of the compared OMol25 structures with the same formula, charge and spin = 531.7 kJ/mol
molar mass = 161.19 g mol⁻¹

Last column: Löwdin charge in e.
CARTESIAN COORDINATES (ANGSTROEM)
C: -0.77 -1.25 0.13  -0.457
C: 0.54 -0.83 0.00  -0.437
C: -1.92 1.36 0.06  -0.461
C: 1.62 -1.90 -0.14  -0.038
N: 0.87 0.43 -0.02  0.080
N: -2.97 2.17 -0.05  0.038
N: 2.19 0.85 -0.03  -0.480
O: 3.01 0.30 0.65  0.060
O: 2.35 1.84 -0.69  0.052
S: -2.16 -0.30 0.30  1.045
H: -0.86 -2.32 -0.03  0.061
H: -0.83 1.56 0.01  0.072
H: 2.14 -1.76 -1.13  0.113
H: 1.31 -2.97 -0.12  0.087
H: 2.14 -1.90 0.77  0.048
H: -3.83 1.65 -0.10  0.092
H: -2.82 3.08 0.39  0.127

Entry 2:
# C11H22NO4S2

A molecular structure, C11H22NO4S2 in a non-equilibrium geometry (wB97M-V/def2-TZVPD, the OMol25 dataset).

Output
gap between HOMO and LUMO = 8.20 eV
LUMO = 2.8 eV
max |F| = 0.0901 hartree/bohr
E_HOMO = -5.4 eV
net charge = -1
molar mass = 296.43 g mol⁻¹

Last column: Löwdin charge in e.
CARTESIAN COORDINATES (ANGSTROEM)
C: 1.49 -2.94 1.32  -0.018
C: 2.74 -2.34 1.21  -0.199
C: 3.56 -2.15 -0.09  -0.250
S: 2.61 -1.46 -1.52  0.571
O: 1.15 -1.32 -1.25  -0.407
O: 2.82 -2.42 -2.65  -0.405
N: 3.35 0.00 -1.95  -0.352
S: 2.41 1.33 -1.51  0.576
O: 3.29 2.54 -1.65  -0.404
O: 1.22 1.40 -2.42  -0.386
C: 1.84 1.28 0.23  -0.242
C: 1.06 2.65 0.47  -0.213
C: -0.42 2.33 0.98  -0.202
C: -1.46 2.30 -0.20  -0.196
C: -2.17 0.91 -0.41  -0.217
C: -2.79 0.30 0.89  -0.212
C: -3.55 -1.07 0.68  -0.253
C: -3.73 -1.52 -0.82  -0.134
H: 0.58 -2.55 0.79  0.054
H: 1.32 -3.81 2.00  0.051
H: 3.22 -2.00 2.16  0.091
H: 4.07 -3.07 -0.43  0.097
H: 4.37 -1.41 0.13  0.087
H: 1.11 0.46 0.42  0.071
H: 2.67 1.20 0.97  0.099
H: 1.55 3.22 1.29  0.099
H: 0.96 3.22 -0.48  0.094
H: -0.38 1.38 1.56  0.088
H: -0.70 3.15 1.69  0.098
H: -2.26 3.07 0.01  0.102
H: -1.02 2.60 -1.19  0.105
H: -1.45 0.21 -0.90  0.113
H: -2.99 1.08 -1.15  0.106
H: -2.04 0.12 1.70  0.092
H: -3.53 1.03 1.33  0.107
H: -2.98 -1.86 1.23  0.095
H: -4.57 -1.05 1.14  0.090
H: -2.77 -1.54 -1.39  0.073
H: -4.20 -2.52 -0.84  0.065
H: -4.38 -0.77 -1.33  0.068

Entry 3:
# H24NeO12Xe

A molecular structure, H24NeO12Xe in a non-equilibrium geometry (wB97M-V/def2-TZVPD, the OMol25 dataset).

Output
gap between HOMO and LUMO = 10.69 eV
LUMO = 0.2 eV
max |F| = 0.0331 hartree/bohr
E_HOMO = -10.5 eV
energy above the lowest of the compared OMol25 structures with the same formula, charge and spin = 0.0 kJ/mol
molar mass = 367.65 g mol⁻¹

Last column: Löwdin charge in e.
CARTESIAN COORDINATES (ANGSTROEM)
Ne: 6.82 -0.26 13.59  -0.021
Xe: 6.10 -1.87 10.98  0.385
O: 2.22 -0.93 10.29  -0.059
H: 1.39 -0.49 10.13  0.065
H: 2.33 -0.89 11.24  -0.002
O: 2.83 -0.72 13.05  -0.057
H: 2.08 -0.44 13.56  0.055
H: 3.51 -0.07 13.23  -0.023
O: 2.74 -3.91 10.30  -0.053
H: 1.86 -4.28 10.29  0.057
H: 2.61 -2.98 10.10  0.006
O: 8.35 -0.71 8.06  -0.060
H: 8.69 -1.50 8.47  -0.009
H: 8.16 -0.96 7.16  0.054
O: 6.47 1.25 9.03  -0.077
H: 6.79 2.02 8.56  0.072
H: 6.99 0.52 8.68  -0.004
O: 7.25 -4.98 9.45  -0.098
H: 6.44 -4.77 8.99  -0.040
H: 6.96 -5.48 10.22  0.043
O: 3.74 0.68 8.53  -0.080
H: 4.68 0.79 8.64  -0.035
H: 3.47 0.15 9.28  -0.036
O: 4.82 -4.69 8.64  -0.053
H: 4.28 -4.37 9.36  -0.009
H: 4.83 -3.97 8.01  0.063
O: 4.61 1.26 13.32  -0.054
H: 5.38 1.36 12.77  -0.006
H: 3.90 1.64 12.80  0.055
O: 6.52 -2.89 14.50  -0.091
H: 7.44 -3.05 14.29  0.025
H: 6.08 -3.70 14.24  0.026
O: 9.54 -3.24 8.96  -0.057
H: 10.27 -3.60 9.46  0.048
H: 8.77 -3.71 9.28  -0.015
O: 6.87 2.32 11.74  -0.049
H: 6.70 1.90 10.90  -0.009
H: 6.25 3.05 11.78  0.044

Entry 4:
# C13H27CsN3OSSe2Si2

A molecular structure, C13H27CsN3OSSe2Si2 in a non-equilibrium geometry (wB97M-V/def2-TZVPD, the OMol25 dataset).

Output
gap between HOMO and LUMO (alpha / beta) = 6.68 / 4.54 eV
LUMO (alpha / beta) = 2.1 / 1.6 eV
max |F| = 0.0375 hartree/bohr
E_HOMO (alpha / beta) = -4.6 / -2.9 eV
energy above the lowest of the compared OMol25 structures with the same formula, charge and spin = 44.9 kJ/mol
net charge = -1
molar mass = 620.44 g mol⁻¹

Last column: Löwdin charge in e.
CARTESIAN COORDINATES (ANGSTROEM)
Cs: 11.85 9.00 6.34  0.708
C: 9.76 7.65 11.20  -0.257
Si: 10.97 8.66 10.28  0.550
C: 12.69 8.10 10.61  -0.249
C: 10.71 10.48 10.62  -0.237
H: 10.26 7.25 12.09  0.032
H: 9.47 6.81 10.56  0.017
H: 8.91 8.27 11.49  0.025
H: 13.01 8.18 11.64  0.025
H: 13.41 8.69 9.95  0.052
H: 12.79 7.04 10.29  0.017
H: 11.18 10.78 11.56  0.028
H: 9.62 10.73 10.61  0.035
H: 11.16 11.04 9.78  -0.007
Se: 14.91 5.19 8.09  0.913
N: 16.51 5.98 8.03  -0.306
C: 16.30 7.10 7.32  -0.436
C: 17.26 8.05 6.99  -0.052
C: 16.88 9.13 6.21  -0.134
C: 15.59 9.29 5.82  -0.228
N: 14.64 8.42 6.14  -0.116
C: 14.93 7.38 6.91  -0.588
N: 14.02 6.49 7.23  -0.317
H: 18.28 7.88 7.23  0.089
H: 17.70 9.72 5.83  0.085
H: 15.28 10.08 5.12  0.102
C: 9.54 14.54 7.67  -0.271
Si: 10.70 13.45 6.74  -0.055
C: 11.08 14.31 5.07  -0.239
C: 12.36 13.41 7.68  -0.233
Se: 9.77 11.45 6.61  -0.057
H: 9.81 15.62 7.66  0.033
H: 9.50 14.21 8.73  0.033
H: 8.57 14.42 7.25  -0.004
H: 11.45 15.30 5.25  0.000
H: 10.12 14.40 4.48  0.034
H: 11.87 13.72 4.55  0.023
H: 12.81 14.37 7.56  0.004
H: 13.06 12.65 7.32  0.020
H: 12.20 13.20 8.74  0.015
C: 6.77 7.43 8.58  -0.273
S: 7.04 7.61 6.84  0.783
C: 6.49 9.34 6.69  -0.256
O: 6.09 6.67 6.21  -0.559
H: 7.45 8.12 9.06  0.037
H: 7.06 6.37 8.76  0.067
H: 5.76 7.62 8.83  0.043
H: 7.08 9.91 7.38  0.010
H: 5.45 9.35 6.91  0.039
H: 6.63 9.65 5.64  0.055

Entry 5:
# C11H18

2 unconnected molecules or ions with the total composition C11H18 in a non-equilibrium geometry (wB97M-V/def2-TZVPD, the OMol25 dataset).

Output
gap between HOMO and LUMO = 9.92 eV
LUMO = 0.9 eV
max |F| = 0.1603 hartree/bohr
E_HOMO = -9.0 eV
energy above the lowest of the compared OMol25 structures with the same formula, charge and spin = 349.8 kJ/mol
SMILES = Cc1ccccc1.CC(C)C
molar mass = 150.27 g mol⁻¹

Last column: Löwdin charge in e.
CARTESIAN COORDINATES (ANGSTROEM)
C: -0.66 0.44 -2.48  -0.336
C: -1.58 1.31 -3.49  -0.079
C: 0.69 -0.20 -3.20  -0.077
C: -0.10 1.51 -1.38  -0.065
H: -1.28 -0.35 -2.21  0.071
H: -2.44 1.75 -2.96  0.078
H: 1.38 0.60 -3.64  0.078
H: 1.31 -0.65 -2.60  -0.032
H: 0.32 -0.92 -4.20  0.136
H: 0.16 2.40 -1.83  0.037
H: -0.92 1.68 -0.64  0.081
H: -1.99 0.64 -4.25  0.065
H: -0.99 2.04 -3.87  0.016
H: 0.64 1.12 -0.77  0.027
C: 2.48 -1.58 2.33  -0.064
C: 0.07 -1.54 1.87  -0.101
C: 1.11 -0.86 2.48  -0.233
C: -1.30 -1.23 2.05  -0.135
C: 0.76 0.41 3.12  -0.049
C: -1.60 -0.09 2.76  -0.131
C: -0.55 0.76 3.23  -0.106
H: 0.31 -2.49 1.31  0.122
H: -2.25 -1.64 1.40  0.151
H: 2.44 -2.49 2.95  0.082
H: 3.39 -0.98 2.29  0.069
H: 1.55 0.88 3.66  0.098
H: -2.80 -0.08 2.87  0.143
H: -0.86 1.58 3.86  0.092
H: 2.71 -2.01 1.35  0.063

Entry 6:
# C3H7O3

2 unconnected molecules or ions with the total composition C3H7O3 in a non-equilibrium geometry (wB97M-V/def2-TZVPD, the OMol25 dataset).

Output
gap between HOMO and LUMO = 8.20 eV
LUMO = 4.1 eV
max |F| = 0.0195 hartree/bohr
E_HOMO = -4.1 eV
energy above the lowest of the compared OMol25 structures with the same formula, charge and spin = 73.2 kJ/mol
net charge = -1
molar mass = 91.09 g mol⁻¹

Last column: Löwdin charge in e.
CARTESIAN COORDINATES (ANGSTROEM)
C: -2.42 -0.48 1.51  -0.181
O: -1.20 -0.79 2.17  -0.154
H: -0.45 -0.71 1.56  0.039
H: -2.29 -0.54 0.43  0.071
H: -2.75 0.53 1.78  0.065
H: -3.14 -1.23 1.85  0.059
C: 2.41 0.45 -1.33  -0.063
C: 0.88 0.48 -1.36  -0.793
O: 0.33 1.14 -2.27  -0.096
O: 0.29 -0.11 -0.42  -0.104
H: 2.74 -0.56 -1.57  0.055
H: 2.78 0.66 -0.33  0.052
H: 2.84 1.17 -2.03  0.050

Copy entry 5 word for word.
# C11H18

2 unconnected molecules or ions with the total composition C11H18 in a non-equilibrium geometry (wB97M-V/def2-TZVPD, the OMol25 dataset).

Output
gap between HOMO and LUMO = 9.92 eV
LUMO = 0.9 eV
max |F| = 0.1603 hartree/bohr
E_HOMO = -9.0 eV
energy above the lowest of the compared OMol25 structures with the same formula, charge and spin = 349.8 kJ/mol
SMILES = Cc1ccccc1.CC(C)C
molar mass = 150.27 g mol⁻¹

Last column: Löwdin charge in e.
CARTESIAN COORDINATES (ANGSTROEM)
C: -0.66 0.44 -2.48  -0.336
C: -1.58 1.31 -3.49  -0.079
C: 0.69 -0.20 -3.20  -0.077
C: -0.10 1.51 -1.38  -0.065
H: -1.28 -0.35 -2.21  0.071
H: -2.44 1.75 -2.96  0.078
H: 1.38 0.60 -3.64  0.078
H: 1.31 -0.65 -2.60  -0.032
H: 0.32 -0.92 -4.20  0.136
H: 0.16 2.40 -1.83  0.037
H: -0.92 1.68 -0.64  0.081
H: -1.99 0.64 -4.25  0.065
H: -0.99 2.04 -3.87  0.016
H: 0.64 1.12 -0.77  0.027
C: 2.48 -1.58 2.33  -0.064
C: 0.07 -1.54 1.87  -0.101
C: 1.11 -0.86 2.48  -0.233
C: -1.30 -1.23 2.05  -0.135
C: 0.76 0.41 3.12  -0.049
C: -1.60 -0.09 2.76  -0.131
C: -0.55 0.76 3.23  -0.106
H: 0.31 -2.49 1.31  0.122
H: -2.25 -1.64 1.40  0.151
H: 2.44 -2.49 2.95  0.082
H: 3.39 -0.98 2.29  0.069
H: 1.55 0.88 3.66  0.098
H: -2.80 -0.08 2.87  0.143
H: -0.86 1.58 3.86  0.092
H: 2.71 -2.01 1.35  0.063